Below is a 6-piece molecular cluster, C35H63BF3NO14S5 overall, with properties calculated with ωB97M-V/def2-TZVPD.

E_LUMO   0.017 Eh
Energy relative to the best compared isomer or geometry (same formula, charge and spin)   0.0 kcal/mol
Charge   0
Kohn-Sham gap   8.8 eV
Structure (SMILES)   C#CC[C@@](OC[C@H](C)C(C)C)(OC(=O)CCC(F)=C(F)F)B(N)O.O=S1(=O)CCCC1.O=S1(=O)CCCC1.O=S1(=O)CCCC1.O=S1(=O)CCCC1.O=S1(=O)CCCC1
Total energy   -4794.7917 Eh

Cartesian coordinates (Å):
C 2.93 1.27 2.59
C 2.82 0.44 1.73
C 2.54 -0.53 0.66
C 1.87 0.08 -0.63
O 0.50 -0.24 -0.59
C -0.30 0.56 0.28
C -1.06 1.75 -0.35
C -2.25 1.98 0.62
C -1.51 1.49 -1.81
C -2.93 1.99 -2.12
C -0.57 2.29 -2.72
O 2.03 1.51 -0.65
C 3.13 2.03 -1.26
O 3.01 2.77 -2.20
C 4.50 1.75 -0.68
C 4.98 2.98 0.12
C 6.39 3.38 -0.18
F 6.75 4.58 0.35
C 7.29 2.76 -0.95
F 8.01 3.34 -1.90
F 7.56 1.46 -0.90
B 2.42 -0.65 -1.98
N 2.03 -0.18 -3.30
O 3.25 -1.74 -1.88
H 3.19 1.71 3.53
H 3.46 -1.06 0.42
H 1.83 -1.25 1.07
H 0.26 0.92 1.14
H -1.06 -0.13 0.67
H -0.44 2.64 -0.28
H -2.68 2.97 0.51
H -3.00 1.20 0.50
H -1.88 1.87 1.64
H -1.44 0.42 -2.03
H -3.11 1.98 -3.19
H -3.06 3.01 -1.78
H -3.69 1.36 -1.64
H -0.68 2.03 -3.77
H 0.47 2.17 -2.40
H -0.79 3.36 -2.57
H 5.15 1.55 -1.54
H 4.54 0.88 -0.05
H 4.84 2.79 1.18
H 4.39 3.85 -0.17
H 1.10 0.20 -3.32
H 2.68 0.46 -3.72
H 2.76 -2.51 -1.54
O 2.08 -3.75 -0.38
S 2.78 -4.36 0.74
O 3.70 -3.59 1.53
C 1.58 -5.15 1.79
C 1.45 -6.55 1.22
C 2.88 -7.01 0.91
C 3.58 -5.86 0.16
H 0.65 -4.57 1.76
H 1.98 -5.16 2.80
H 0.96 -7.21 1.92
H 0.86 -6.54 0.30
H 3.41 -7.22 1.84
H 2.89 -7.92 0.31
H 4.64 -5.80 0.38
H 3.43 -5.92 -0.91
O 0.88 0.89 5.61
S 1.93 1.60 6.30
O 3.30 1.15 6.24
C 1.85 3.33 5.84
C 0.89 3.94 6.85
C 1.28 3.34 8.21
C 1.44 1.83 8.02
H 1.50 3.41 4.81
H 2.85 3.74 5.94
H 0.95 5.03 6.86
H -0.14 3.67 6.61
H 2.22 3.78 8.55
H 0.53 3.56 8.98
H 2.21 1.41 8.66
H 0.51 1.30 8.17
O -4.81 4.26 -0.60
S -5.80 4.32 -1.64
O -5.53 3.86 -2.97
C -7.30 3.55 -1.03
C -8.06 4.68 -0.34
C -7.93 5.89 -1.26
C -6.46 6.00 -1.69
H -7.03 2.73 -0.37
H -7.85 3.17 -1.89
H -9.10 4.41 -0.16
H -7.60 4.89 0.63
H -8.56 5.75 -2.15
H -8.26 6.81 -0.77
H -6.34 6.39 -2.69
H -5.88 6.60 -0.99
O 0.58 -1.63 -6.10
S 0.71 -0.26 -6.51
O 0.55 0.84 -5.58
C 2.25 -0.06 -7.40
C 1.89 -0.37 -8.85
C 0.55 0.33 -9.11
C -0.37 0.02 -7.92
H 2.99 -0.74 -6.98
H 2.57 0.97 -7.28
H 2.67 -0.03 -9.53
H 1.77 -1.45 -8.98
H 0.71 1.41 -9.17
H 0.10 0.01 -10.05
H -1.04 0.84 -7.69
H -0.94 -0.89 -8.08
O -0.61 -7.00 3.72
S -1.74 -6.82 2.84
O -1.68 -7.22 1.46
C -3.18 -7.54 3.62
C -3.76 -6.41 4.45
C -3.69 -5.16 3.57
C -2.29 -5.11 2.95
H -2.88 -8.41 4.20
H -3.86 -7.85 2.82
H -4.79 -6.63 4.76
H -3.16 -6.27 5.35
H -4.44 -5.22 2.78
H -3.89 -4.25 4.14
H -2.29 -4.68 1.95
H -1.58 -4.58 3.59